[1]
{"formula": "C24H26N3O9OsSi2", "method": "the ωB97M-V functional and the def2-TZVPD basis", "elements": ["Os", "Si", "Si", "O", "O", "O", "O", "O", "O", "O", "O", "O", "N", "N", "N", "C", "C", "C", "C", "C", "C", "C", "C", "C", "C", "C", "C", "C", "C", "C", "C", "C", "C", "C", "C", "C", "C", "C", "C", "H", "H", "H", "H", "H", "H", "H", "H", "H", "H", "H", "H", "H", "H", "H", "H", "H", "H", "H", "H", "H", "H", "H", "H", "H", "H"], "xyz": [[0.167, -1.122, -0.454], [3.273, -0.513, -0.759], [-2.133, -0.863, 2.150], [0.232, 2.084, 0.176], [-2.261, 7.082, -3.841], [-3.092, -4.477, -2.369], [0.560, -3.042, 0.200], [0.161, -6.026, 0.747], [-2.338, -6.739, -0.648], [-2.805, 5.632, -5.321], [-0.383, 0.592, -1.392], [-1.236, -2.187, -1.551], [1.918, -0.486, 0.351], [-2.324, 5.936, -4.246], [-0.487, -0.693, 1.582], [2.908, 0.442, 2.379], [-3.287, -1.479, 0.798], [1.510, 0.741, 4.315], [1.828, -0.081, 1.637], [0.539, -0.186, 2.286], [-0.508, -5.299, 0.045], [-2.784, 0.844, 2.655], [-0.313, -3.880, -0.261], [-1.807, 4.877, -3.401], [2.795, 0.545, -2.252], [-2.157, -2.140, 3.548], [-0.746, 4.192, -1.373], [-1.243, 5.201, -2.171], [-0.810, 2.867, -1.793], [2.758, 0.840, 3.684], [-1.880, 3.559, -3.833], [3.498, -2.315, -1.280], [-1.265, -3.426, -1.184], [0.432, 0.242, 3.631], [-1.379, 2.556, -3.025], [-1.758, -5.689, -0.720], [-2.185, -4.499, -1.566], [4.967, 0.115, -0.188], [-0.261, 1.794, -0.900], [4.943, 1.170, 0.096], [-0.300, 4.407, -0.411], [-3.180, -2.410, 3.823], [-3.288, -2.568, 0.719], [-1.207, 6.236, -1.867], [1.843, 0.213, -2.668], [-2.648, 1.532, 1.816], [5.661, 0.015, -1.026], [-4.307, -1.168, 1.035], [-1.645, -1.797, 4.448], [-3.849, 0.810, 2.896], [-1.652, -3.047, 3.209], [1.392, 1.060, 5.343], [-0.529, 0.164, 4.120], [3.550, 0.490, -3.040], [-3.034, -1.074, -0.182], [-1.423, 1.522, -3.334], [-2.328, 3.341, -4.791], [3.870, 0.528, 1.897], [2.682, 1.592, -1.959], [5.373, -0.462, 0.645], [2.567, -2.719, -1.681], [3.609, 1.232, 4.226], [-2.259, 1.272, 3.510], [3.785, -2.937, -0.430], [4.270, -2.404, -2.049]], "s_squared": 6.03, "lumo_energy_ev": [1.1, 0.6], "relative_energy_kcal_mol": 5.77, "multiplicity": 5, "largest_force_ev_per_a": 1.2, "orbital_gap_ev": [5.78, 6.20], "homo_ha": [-0.174, -0.204], "charge": -1}

---

[2]
{"formula": "C22H38CaN4O", "method": "the ωB97M-V functional and the def2-TZVPD basis", "elements": ["Ca", "O", "N", "N", "N", "N", "C", "C", "C", "C", "C", "C", "C", "C", "C", "C", "C", "C", "C", "C", "C", "C", "C", "C", "C", "C", "C", "C", "H", "H", "H", "H", "H", "H", "H", "H", "H", "H", "H", "H", "H", "H", "H", "H", "H", "H", "H", "H", "H", "H", "H", "H", "H", "H", "H", "H", "H", "H", "H", "H", "H", "H", "H", "H", "H", "H"], "xyz": [[0.037, 0.213, -0.657], [1.293, -1.283, -2.086], [-1.412, -0.919, -2.399], [0.897, 2.175, 0.651], [1.266, 1.828, -2.230], [-1.936, 1.652, -0.074], [0.163, -2.108, 1.040], [3.133, -0.384, 2.665], [-0.148, -3.286, 0.141], [-0.917, -1.435, 1.646], [0.887, 1.021, 3.936], [2.684, -2.401, 0.743], [0.634, -0.074, 2.928], [-2.330, -1.821, 1.276], [-2.713, -1.324, -4.825], [-0.684, -0.453, 2.619], [0.770, -1.432, -3.414], [2.012, 2.797, -0.082], [-1.843, 0.118, 3.399], [1.480, -1.725, 1.347], [-0.213, 3.083, 1.008], [-1.400, 3.028, 0.059], [-3.438, -1.023, -3.677], [-1.338, -1.436, -4.734], [-0.730, -1.243, -3.499], [1.676, 3.074, -1.532], [1.709, -0.713, 2.299], [-2.748, -0.822, -2.501], [1.284, -0.704, -4.044], [-2.688, -0.565, 3.420], [-3.277, -0.587, -1.584], [-2.164, 3.721, 0.420], [3.207, 0.261, 3.534], [-1.120, 3.366, -0.940], [-0.743, -1.685, -5.602], [1.273, 1.807, 1.517], [0.722, -3.903, -0.062], [-2.397, -2.187, 0.253], [0.021, 1.662, 4.073], [3.194, -3.022, 1.482], [2.451, -3.059, -0.090], [-2.711, -2.618, 1.920], [0.137, 4.118, 1.070], [0.855, 3.787, -1.606], [2.863, 2.111, -0.024], [3.670, 0.100, 1.844], [1.418, -2.157, -1.699], [2.106, 1.311, -2.483], [2.330, 3.730, 0.397], [-0.877, -3.942, 0.618], [3.419, -1.675, 0.392], [-2.208, 1.072, 3.001], [-3.021, -0.985, 1.375], [1.144, 0.613, 4.916], [1.721, 1.661, 3.645], [-2.707, 1.676, -0.736], [2.537, 3.539, -2.016], [-4.515, -0.944, -3.693], [1.029, -2.422, -3.794], [-0.550, 2.809, 2.011], [0.848, 2.088, -3.120], [-2.355, 1.372, 0.810], [3.689, -1.293, 2.896], [-0.596, -2.990, -0.813], [-3.214, -1.480, -5.771], [-1.569, 0.305, 4.434]], "lumo_energy_ev": -5.0, "relative_energy_kcal_mol": 1.23, "largest_force_ev_per_a": 0.4, "orbital_gap_ev": 9.50, "homo_ha": -0.533, "charge": 2}

---

[3]
{"formula": "C43H53FN6O10PS3", "method": "the ωB97M-V functional and the def2-TZVPD basis", "elements": ["S", "S", "S", "P", "F", "O", "O", "O", "O", "O", "O", "O", "O", "O", "O", "N", "N", "N", "N", "N", "N", "C", "C", "C", "C", "C", "C", "C", "C", "C", "C", "C", "C", "C", "C", "C", "C", "C", "C", "C", "C", "C", "C", "C", "C", "C", "C", "C", "C", "C", "C", "C", "C", "C", "C", "C", "C", "C", "C", "C", "C", "C", "C", "C", "H", "H", "H", "H", "H", "H", "H", "H", "H", "H", "H", "H", "H", "H", "H", "H", "H", "H", "H", "H", "H", "H", "H", "H", "H", "H", "H", "H", "H", "H", "H", "H", "H", "H", "H", "H", "H", "H", "H", "H", "H", "H", "H", "H", "H", "H", "H", "H", "H", "H", "H", "H", "H"], "xyz": [[4.832, -0.272, 1.021], [0.926, -2.665, 2.678], [6.611, -0.220, 3.361], [-0.682, -1.269, 2.120], [-0.863, -5.178, 1.928], [-1.408, 3.834, 0.041], [-2.025, 2.155, 1.225], [2.961, 0.309, -1.671], [1.850, 1.265, -0.109], [-6.994, -2.146, -3.923], [-0.554, 0.481, -5.988], [0.120, 6.381, 5.607], [0.528, -1.312, -5.512], [-5.739, -3.232, -5.285], [0.121, 6.746, 3.486], [2.145, 1.117, -1.285], [-2.016, 3.349, 0.970], [0.496, 6.155, 4.477], [-6.671, -2.495, -5.043], [6.693, -2.239, 1.631], [-0.464, -0.613, -5.469], [2.894, 3.840, 2.822], [3.422, -1.439, 3.161], [-0.114, 0.303, 2.849], [-8.500, -1.110, -5.923], [-2.786, 4.240, 1.848], [-0.179, 3.597, -2.780], [1.929, 4.369, 5.383], [1.024, 2.483, -4.550], [-7.836, -1.870, -8.522], [1.487, 5.078, 4.282], [-2.761, -0.325, -4.645], [3.364, 3.119, 3.912], [0.057, -5.262, 2.976], [-1.623, -1.108, -4.709], [-3.771, -2.020, -3.266], [-7.103, -2.369, -7.457], [1.437, 1.933, -2.277], [1.393, -5.721, 2.423], [0.502, 2.851, -1.833], [1.945, 4.831, 3.001], [-3.841, -0.794, -3.914], [-4.170, 5.905, 3.525], [6.654, -2.511, 0.185], [0.079, 3.412, -4.132], [-3.471, 3.688, 2.917], [6.426, -3.445, 2.435], [-4.170, 4.536, 3.759], [6.127, -1.042, 2.048], [-2.615, -2.786, -3.346], [-7.452, -1.975, -6.179], [1.719, 1.733, -3.617], [-9.223, -0.619, -6.999], [0.045, -3.909, 3.670], [2.878, 3.377, 5.188], [5.441, -3.282, -0.343], [-3.483, 6.433, 2.441], [3.359, -1.118, 1.670], [-8.891, -0.997, -8.293], [-0.130, -1.028, 0.404], [-1.526, -2.334, -4.075], [6.960, -3.409, 3.861], [2.110, -1.907, 3.828], [-2.784, 5.599, 1.585], [6.747, -1.556, -0.331], [1.209, 2.327, -5.603], [-4.745, -0.202, -3.854], [1.545, -5.299, 1.427], [-3.479, 7.500, 2.268], [4.117, 2.357, 3.759], [-2.794, 0.624, -5.157], [3.759, -0.546, 3.693], [-7.582, -2.165, -9.530], [4.177, -2.209, 3.341], [5.613, -4.361, -0.345], [-9.459, -0.609, -9.129], [-0.704, -1.647, -0.287], [-0.281, 0.027, 0.163], [-1.006, 0.928, 2.776], [3.277, 3.637, 1.830], [2.569, -0.388, 1.468], [4.547, -3.089, 0.258], [7.570, -3.071, -0.031], [2.316, -2.702, 4.548], [-0.337, -5.997, 3.685], [-4.625, -2.378, -2.708], [-4.705, 6.565, 4.195], [-3.459, 2.621, 3.082], [-4.709, 4.128, 4.603], [7.948, -2.949, 3.887], [-0.979, -3.549, 3.779], [-2.564, -3.745, -2.848], [5.351, -3.683, 2.433], [0.530, -3.965, 4.646], [0.177, 0.217, 3.896], [-8.741, -0.834, -4.908], [-10.047, 0.059, -6.824], [1.545, 4.601, 6.365], [2.448, 0.996, -3.921], [3.250, 2.819, 6.036], [7.011, -4.427, 4.255], [3.152, -2.012, 1.075], [6.913, -4.261, 1.894], [-0.919, 4.317, -2.457], [1.611, -1.105, 4.369], [-0.467, 3.988, -4.868], [6.325, -2.822, 4.528], [0.930, -1.243, 0.273], [2.222, -5.417, 3.068], [5.210, -2.961, -1.360], [0.695, 0.770, 2.282], [-0.621, -2.916, -4.159], [0.301, 2.971, -0.779], [1.572, 5.413, 2.172], [-2.235, 5.995, 0.744], [-6.278, -3.049, -7.609], [1.411, -6.807, 2.337]], "lumo_energy_ev": -2.7, "largest_force_ev_per_a": 1.2, "orbital_gap_ev": 7.43, "homo_ha": -0.373, "charge": 1}

---

[4]
{"formula": "C8H24BKO4", "method": "the ωB97M-V functional and the def2-TZVPD basis", "elements": ["K", "O", "O", "O", "O", "C", "C", "C", "C", "C", "C", "C", "C", "B", "H", "H", "H", "H", "H", "H", "H", "H", "H", "H", "H", "H", "H", "H", "H", "H", "H", "H", "H", "H", "H", "H", "H", "H"], "xyz": [[0.824, 1.134, 1.125], [-3.817, 1.412, -0.998], [-4.297, 0.348, 1.480], [3.425, -2.257, -2.005], [3.729, -2.856, 0.763], [4.089, -3.261, 2.019], [-4.461, -0.631, 2.497], [-5.035, 1.717, -0.327], [-3.523, 2.480, -1.875], [3.032, -2.169, -3.398], [4.781, -3.149, -0.171], [-5.375, 0.534, 0.584], [4.059, -3.520, -1.508], [1.643, 6.126, 1.582], [2.317, -2.973, -3.572], [-2.595, 2.258, -2.403], [3.273, -3.104, 2.725], [-5.868, 2.041, -0.951], [3.312, -4.307, -1.403], [4.747, -3.859, -2.282], [1.291, 5.614, 2.464], [-4.222, 2.629, -2.698], [-5.331, -0.492, 3.138], [2.296, 5.508, 0.986], [3.883, -2.373, -4.048], [-3.533, -0.757, 3.055], [0.864, 6.401, 0.888], [4.812, -2.478, 2.246], [5.486, -3.950, 0.050], [4.552, -4.242, 2.133], [-4.621, 2.445, 0.369], [-5.483, -0.309, -0.099], [-4.661, -1.602, 2.045], [-6.372, 0.588, 1.021], [2.250, 6.968, 1.878], [2.702, -1.157, -3.632], [5.237, -2.175, -0.349], [-3.408, 3.417, -1.330]], "lumo_energy_ev": -1.6, "relative_energy_kcal_mol": 126.43, "largest_force_ev_per_a": 4.8, "orbital_gap_ev": 5.04, "homo_ha": -0.244, "charge": 0}

---

[5]
{"formula": "CH2NO3S", "method": "the ωB97M-V functional and the def2-TZVPD basis", "elements": ["S", "O", "O", "O", "N", "C", "H", "H"], "xyz": [[2.881, 0.159, 0.259], [3.422, -0.158, -1.037], [0.439, 1.490, 0.781], [2.242, -0.973, 0.971], [1.197, 1.144, -0.406], [0.162, 0.327, -0.049], [-0.853, 0.359, -0.580], [0.314, -0.658, 0.421]], "lumo_energy_ev": 4.1, "relative_energy_kcal_mol": 77.33, "largest_force_ev_per_a": 3.0, "orbital_gap_ev": 7.61, "homo_ha": -0.128, "charge": -1}

---

[6]
{"formula": "C23H34N3O8P", "method": "the ωB97M-V functional and the def2-TZVPD basis", "elements": ["P", "O", "O", "O", "O", "O", "O", "O", "O", "N", "N", "N", "C", "C", "C", "C", "C", "C", "C", "C", "C", "C", "C", "C", "C", "C", "C", "C", "C", "C", "C", "C", "C", "C", "C", "H", "H", "H", "H", "H", "H", "H", "H", "H", "H", "H", "H", "H", "H", "H", "H", "H", "H", "H", "H", "H", "H", "H", "H", "H", "H", "H", "H", "H", "H", "H", "H", "H", "H"], "xyz": [[-2.101, 3.519, -1.154], [-0.258, 2.615, 1.865], [-4.009, -3.314, 0.650], [0.472, 3.621, -3.430], [-2.761, 3.444, 0.458], [-0.903, 4.738, -1.054], [0.892, -0.270, 5.281], [-0.456, -0.864, 3.559], [0.199, 0.789, 0.596], [3.555, -1.796, -3.595], [1.869, -0.141, -2.832], [-0.076, -2.584, -2.201], [-0.387, -1.193, -2.006], [-5.054, -1.151, 0.031], [0.487, 3.433, 2.776], [-1.368, 1.811, -1.490], [5.787, -1.372, -2.322], [-0.261, -2.392, 5.335], [-3.664, -1.943, 0.227], [0.031, 2.918, -4.621], [2.215, -1.509, -3.038], [1.013, 2.701, -2.439], [0.531, 1.588, 1.431], [-2.319, 0.576, -1.167], [-1.342, -1.956, 3.286], [1.870, 1.640, 2.113], [0.531, 0.011, -2.322], [1.241, -2.684, -2.740], [1.592, 2.544, 3.296], [-0.830, -3.102, 4.126], [0.154, -1.067, 4.757], [-2.840, -2.096, -1.147], [-1.837, -0.862, -1.441], [4.423, -2.260, -2.462], [0.032, 1.496, -2.070], [3.941, -0.980, -4.087], [-3.026, -1.526, 1.096], [-0.027, -3.622, 3.594], [-4.968, -0.169, 0.642], [5.623, -0.339, -2.812], [-1.601, -3.835, 4.370], [1.223, 1.945, 4.135], [-5.979, -1.712, 0.393], [-0.169, 3.781, 3.577], [-0.181, 4.513, -0.424], [1.189, 3.318, -1.474], [-3.354, 0.792, -0.747], [-2.358, -1.659, 3.563], [-1.969, 3.261, 1.037], [-2.316, -3.110, -1.120], [2.048, 2.386, -2.806], [3.831, -2.067, -1.492], [4.678, -3.378, -2.520], [5.950, -1.262, -1.181], [-1.020, -2.223, 6.103], [-3.585, -2.142, -2.035], [6.649, -1.937, -2.829], [0.209, 3.632, -5.516], [0.872, 4.301, 2.232], [2.466, 3.100, 3.638], [2.186, 0.647, 2.433], [-1.106, 2.736, -4.573], [-5.110, -0.815, -1.068], [-1.320, -2.190, 2.220], [0.595, -2.926, 5.749], [1.635, -3.750, -2.940], [0.620, 1.965, -4.848], [-4.655, -3.699, 0.004], [2.602, 2.078, 1.430]], "smiles": "CCNc1cnc2c(C[C@@H](C)O)cc(P(O)O)c(COC)c2n1.O=C1CCCO1.O=C1CCCO1", "lumo_energy_ev": -0.7, "largest_force_ev_per_a": 6.3, "orbital_gap_ev": 7.22, "homo_ha": -0.291, "charge": 0}

---

[7]
{"formula": "CH4N2O3", "method": "the ωB97M-V functional and the def2-TZVPD basis", "elements": ["O", "O", "O", "N", "N", "C", "H", "H", "H", "H"], "xyz": [[-0.317, 0.088, 1.372], [-1.299, -0.394, -0.881], [2.019, 0.435, -0.921], [-0.244, 0.487, -0.855], [0.657, -0.713, 0.816], [1.031, -0.039, -0.353], [-1.071, -0.639, 1.596], [1.414, -0.617, 1.629], [-0.064, 1.072, -1.788], [-2.126, 0.320, -0.616]], "smiles": "O=C(NO)NO", "lumo_energy_ev": 0.4, "relative_energy_kcal_mol": 70.35, "largest_force_ev_per_a": 6.1, "orbital_gap_ev": 9.57, "homo_ha": -0.337, "charge": 0}

---

[8]
{"formula": "C2H2N4", "method": "the ωB97M-V functional and the def2-TZVPD basis", "elements": ["N", "N", "N", "N", "C", "C", "H", "H"], "xyz": [[-0.786, -1.420, -0.703], [0.339, 0.901, 0.485], [-1.478, -0.664, -0.060], [0.928, -1.036, -0.873], [-0.877, 0.577, 0.577], [1.251, 0.038, -0.280], [-1.649, 1.140, 1.121], [2.272, 0.465, -0.267]], "smiles": "c1ncnnn1", "lumo_energy_ev": -0.6, "relative_energy_kcal_mol": 67.50, "largest_force_ev_per_a": 2.0, "orbital_gap_ev": 9.14, "homo_ha": -0.358, "charge": 0}